Entry 1:
Here is a molecular structure, C21H29ClN2O4Rh from the Open Molecules 2025 dataset. Energies are from wB97M-V/def2-TZVPD.

Geometry as XYZ:
```
58
Properties=species:S:1:pos:R:3:forces:R:3
Rh 0.1158 0.0415 -0.0073 -3.236 0.365 0.382
Cl -2.0168 -1.2298 -0.0450 -0.147 -0.650 -0.123
N 0.0625 -0.4961 2.0417 1.238 -0.604 1.895
N -0.4730 0.4943 -1.9926 0.683 0.358 -2.192
C 0.7134 -1.5325 2.4750 -1.251 2.035 -0.481
C -0.0392 -0.2087 -2.9942 -0.916 1.571 1.675
C -0.8210 0.0332 3.1453 0.418 -0.524 -0.357
C -0.8760 -1.1869 4.0471 -0.188 -0.566 0.143
C -2.1829 0.4866 2.7083 -0.515 -0.181 -0.205
C -0.1558 1.1860 3.8555 0.507 0.141 -0.011
H -2.6415 -0.3046 2.1246 -0.310 0.104 0.018
H -2.1202 1.3875 2.1016 0.031 -0.123 -0.020
H -2.7797 0.7221 3.5924 -0.066 -0.113 0.109
H 0.8064 0.8467 4.2452 0.140 0.311 0.058
H -0.7985 1.4887 4.6884 0.127 0.020 -0.014
H -0.0406 2.0381 3.1800 0.133 -0.123 0.160
C -1.5555 1.4305 -2.4713 0.464 -0.610 -0.026
C -1.9277 0.7602 -3.7812 -0.274 -0.416 -0.320
C -0.9896 2.8060 -2.7212 0.499 0.129 -0.054
C -2.7294 1.5725 -1.5481 -0.462 -0.258 0.237
H -3.0854 0.5822 -1.2842 -0.292 0.075 0.112
H -3.5082 2.1500 -2.0505 -0.104 -0.047 -0.135
H -2.4551 2.1063 -0.6408 0.027 -0.114 -0.043
H -0.1804 2.7200 -3.4496 0.149 0.317 0.054
H -0.6450 3.2542 -1.7854 0.083 -0.025 -0.223
H -1.7854 3.4332 -3.1342 0.114 0.025 -0.012
O -0.7717 -0.0955 -4.1165 -0.746 0.110 -0.576
H -2.0976 1.4613 -4.6047 0.330 -0.116 0.045
H -2.8727 0.1935 -3.6562 0.794 -0.348 -0.131
O 0.2969 -2.0010 3.6638 -0.596 -0.200 0.731
H -1.8406 -1.7147 3.9029 0.785 -0.290 -0.221
H -0.8040 -0.9570 5.1149 0.275 -0.039 -0.177
C 1.9445 -2.1079 1.8291 0.255 0.197 0.544
C 1.2560 -0.9769 -3.0200 0.097 0.372 -0.470
C 1.4833 -1.9864 -1.9304 -0.441 -0.919 -1.179
H 2.0673 -0.2277 -2.9260 -0.289 0.108 -0.035
H 1.3598 -1.3935 -4.0221 -0.062 -0.123 0.142
C 1.4397 -1.5233 -0.5657 1.763 -0.217 -0.153
C 1.8199 -2.5303 0.3941 -0.170 -1.401 0.656
H 1.7901 -0.3624 -0.3223 1.428 -2.267 -0.762
C 2.0105 -3.8795 0.0576 -0.358 1.341 0.819
C 1.8838 -4.2771 -1.2721 0.610 -0.854 -0.272
C 2.4182 -4.9247 1.0728 0.095 0.161 0.035
C 1.6720 -3.3350 -2.2773 -0.473 1.578 -0.001
H 2.1651 -5.3014 -1.5507 -0.275 0.362 0.117
C 1.7271 -3.8126 -3.7121 0.099 0.179 0.012
H 1.9507 -4.8918 -3.7440 -0.145 0.441 -0.026
H 2.5448 -3.2734 -4.2043 -0.078 -0.236 -0.241
H 0.8062 -3.6142 -4.2791 0.191 -0.119 0.168
H 3.3725 -4.6047 1.5073 -0.029 -0.315 0.120
H 2.5684 -5.8975 0.5763 -0.100 0.370 0.251
H 1.6990 -5.0420 1.8960 0.131 -0.030 -0.246
H 2.3232 -2.8905 2.4874 -0.130 -0.075 -0.178
H 2.7093 -1.3078 1.8528 -0.229 0.066 0.147
O 0.0358 4.0117 0.9912 0.061 -0.152 -0.037
C 0.1971 2.8398 0.6805 -0.346 -0.581 -0.118
O -0.7257 1.9236 0.5835 1.543 1.789 0.278
H 1.2720 2.4951 0.4491 -0.837 0.109 0.125
```
Positions in Å, forces in eV/Å.

multiplicity = 5
net charge = -1
energy = -48947.3235 eV
⟨S²⟩ = 6.0270

=====

Entry 2:
Here is C21H29ClN4O3 in the gas phase from the Open Molecules 2025 dataset. Energies are from wB97M-V/def2-TZVPD.

Geometry as XYZ:
```
58
Properties=species:S:1:pos:R:3:forces:R:3
C 3.5408 0.8339 2.7683 -0.146 -0.142 -0.040
H 4.1922 1.2246 1.9909 0.101 0.097 -0.052
C 2.7627 -0.3796 2.2745 0.192 -0.051 0.101
C 3.6659 -1.5341 1.8381 -0.065 0.215 -0.184
C 4.2889 -1.2950 0.4607 -0.056 -0.163 0.275
N 3.2735 -1.2865 -0.5783 0.080 0.036 -0.093
C 2.9163 -2.5995 -1.0852 -0.244 -0.034 -0.250
C 1.4291 -2.6807 -1.4398 0.219 -0.071 0.395
C 0.5452 -2.5653 -0.2010 -0.108 -0.022 -0.281
C -0.9388 -2.5883 -0.5442 0.196 -0.014 0.121
H -1.5370 -2.5757 0.3639 -0.145 0.016 0.039
H -1.1879 -3.4871 -1.1053 -0.081 -0.103 -0.064
H -1.2179 -1.7221 -1.1384 -0.069 0.075 -0.070
H 0.7725 -3.3927 0.4761 0.075 -0.002 0.080
H 0.7890 -1.6369 0.3155 0.047 0.009 0.099
H 1.2404 -3.6337 -1.9393 -0.048 -0.004 -0.098
H 1.1703 -1.8830 -2.1383 -0.023 0.023 -0.138
H 3.5258 -2.8678 -1.9654 0.044 -0.033 0.110
H 3.1258 -3.3341 -0.3051 0.040 -0.028 -0.022
C 3.5300 -0.3115 -1.6264 -0.262 0.085 0.183
C 3.1199 1.0413 -1.1459 0.961 0.238 -0.035
C 3.8301 2.1149 -0.6796 -0.247 -0.564 -0.354
C 2.8815 3.0773 -0.2764 -1.000 -0.159 -0.059
C 1.6511 2.5246 -0.5262 1.035 0.729 0.407
C 0.3039 3.0455 -0.3092 -0.615 -0.244 -0.238
O 0.0401 4.1051 0.2380 0.126 0.083 0.080
N -0.6675 2.2514 -0.8270 -0.368 -0.468 -0.084
H -0.5312 1.2878 -1.1107 0.016 0.170 0.043
N -2.0052 2.5855 -0.6090 0.499 0.541 0.105
C -2.9078 1.5492 -0.5607 0.195 0.417 -0.052
O -2.5896 0.4309 -0.9084 0.023 -0.328 -0.016
N -4.1548 1.9554 -0.1655 0.089 0.402 0.128
C -5.3246 1.1963 -0.0978 -0.265 -0.316 0.013
C -6.5049 1.8474 0.2587 0.156 -0.071 -0.049
C -7.6933 1.1508 0.3516 0.016 -0.140 -0.029
C -7.7073 -0.2096 0.0874 0.169 0.084 -0.016
C -6.5419 -0.8696 -0.2664 -0.227 0.153 0.071
C -5.3530 -0.1713 -0.3585 0.160 0.008 -0.035
H -4.4451 -0.6801 -0.6347 0.010 -0.023 -0.001
H -6.5619 -1.9285 -0.4695 -0.019 -0.095 -0.015
Cl -9.1935 -1.0866 0.2019 -0.196 -0.117 0.015
H -8.6037 1.6591 0.6268 -0.085 0.028 0.022
H -6.4925 2.9084 0.4641 -0.005 0.120 0.025
H -4.2694 2.9351 0.0521 0.074 -0.151 -0.068
H -2.0716 3.4401 -0.0643 -0.048 -0.200 -0.027
O 1.8025 1.2873 -1.0582 -0.386 -0.198 -0.074
H 3.0651 4.0449 0.1421 -0.050 0.225 0.101
H 4.8963 2.2093 -0.6386 0.229 -0.079 -0.017
H 2.9180 -0.5690 -2.4935 0.101 0.013 -0.035
H 4.5872 -0.2884 -1.9387 -0.123 0.026 -0.023
H 4.7844 -0.3229 0.4633 0.069 -0.002 -0.005
H 5.0583 -2.0601 0.2636 0.008 0.113 -0.056
H 4.4643 -1.6744 2.5697 0.023 -0.096 0.071
H 3.0777 -2.4523 1.8030 0.048 -0.125 0.017
H 2.1369 -0.0930 1.4286 -0.133 -0.019 -0.014
H 2.1053 -0.7251 3.0753 -0.085 0.008 -0.049
H 4.1519 0.5710 3.6296 0.090 0.018 0.107
H 2.8570 1.6273 3.0616 0.007 0.135 0.034
```
Positions in Å, forces in eV/Å.

energy relative to the best compared isomer or geometry (same formula, charge and spin) = 4.0 kcal/mol
energy = -46873.2819 eV

=====

Entry 3:
Here is 3 unconnected molecules or ions with the total composition C21H29F6N2O5S2 from the Open Molecules 2025 dataset. Energies are from wB97M-V/def2-TZVPD.

Geometry as XYZ:
```
65
Properties=species:S:1:pos:R:3:forces:R:3
C -0.6025 0.0022 1.5604 0.093 0.556 0.135
C -1.1643 -1.0463 1.6479 -0.671 -0.173 0.073
S -2.0086 -2.3885 2.1703 0.704 -1.647 1.291
C -3.1853 -1.7389 3.3818 -0.140 0.027 -0.347
C -4.2897 -2.4509 3.5967 0.529 0.007 -0.018
C -3.0550 -2.9511 0.8211 -0.383 0.408 -0.957
C -2.2758 -3.5888 -0.3361 0.209 0.020 -0.171
C -2.6056 -5.0703 -0.5030 -0.068 0.167 -0.123
C -1.8613 -5.8086 -1.6193 -0.554 0.100 -0.107
C -1.7810 -5.0929 -2.9834 0.608 -0.478 -0.508
C -0.3651 -4.6269 -3.3882 -0.015 0.157 0.778
C -0.1667 -3.1185 -3.2931 -0.223 0.093 0.108
S -0.4444 -2.2877 -4.8832 0.002 -0.033 -0.258
C -1.6219 -1.0769 -4.4817 -0.011 0.060 0.405
N -1.9631 -0.0627 -5.1896 0.385 -0.052 -0.495
N -2.9284 0.6107 -4.4758 -0.567 0.507 0.225
C -3.1024 -0.0239 -3.3823 0.413 -0.317 -0.544
O -2.3016 -1.1264 -3.3095 -0.133 -0.291 0.503
H -0.1737 0.9768 1.5497 0.324 0.100 -0.166
H -2.9259 -0.8128 3.8699 -0.239 0.761 -0.923
H -5.2388 -1.9414 3.6745 -0.044 -0.029 1.416
H -4.2149 -3.5286 3.6712 -0.560 -0.239 -1.160
H -3.6405 -2.0986 0.4891 0.028 0.259 0.061
H -3.7765 -3.6706 1.1958 0.181 -0.074 0.654
H -1.2022 -3.4101 -0.2745 0.158 -0.053 0.222
H -2.5871 -3.0724 -1.2375 -0.003 0.184 -0.152
H -3.6679 -5.1231 -0.7464 -0.184 0.017 0.062
H -2.4945 -5.5892 0.4477 0.163 -0.140 0.106
H -0.8835 -6.1577 -1.3018 0.234 0.169 0.098
H -2.4428 -6.7094 -1.7950 0.020 -0.255 0.154
H -2.4967 -4.2806 -3.0907 -0.142 0.111 0.080
H -2.0559 -5.8290 -3.7317 -0.310 -0.057 -0.092
H -0.0897 -5.0141 -4.3619 0.023 0.073 -0.227
H 0.3349 -5.0667 -2.6809 0.190 -0.182 -0.009
H -0.8834 -2.7229 -2.5861 -0.065 0.176 0.072
H 0.8120 -2.8463 -2.9125 0.260 -0.005 -0.222
H -3.7761 0.1615 -2.5722 -0.119 0.144 0.131
C 2.1941 6.1479 2.7557 -0.308 -0.227 0.025
C 3.0332 5.3805 3.7540 0.264 0.440 -0.412
O 2.2131 4.5085 4.5688 -0.029 -0.155 0.165
C 1.8311 3.3589 4.0564 0.402 0.371 -0.277
O 2.0774 2.9252 2.9646 -0.217 -0.152 0.072
C 1.0242 2.5911 5.1160 -0.359 -0.188 0.569
F 0.1202 3.3749 5.7054 -0.065 0.092 -0.117
F 1.8260 2.1135 6.0694 0.200 -0.004 -0.094
F 0.3662 1.5481 4.5879 0.077 0.032 -0.298
H 1.3988 6.6921 3.2658 0.086 0.097 0.033
H 2.8129 6.8566 2.2076 0.038 -0.005 0.023
H 1.7209 5.4775 2.0383 0.106 -0.008 -0.072
H 3.5117 6.0672 4.4474 -0.128 -0.134 0.222
H 3.8206 4.8105 3.2645 -0.129 -0.230 0.012
C 2.5559 2.2052 -2.7125 0.189 0.267 -0.118
C 2.7934 2.1207 -1.2217 -0.430 -0.483 -0.205
O 3.9230 2.9100 -0.8275 0.206 0.036 0.155
C 3.6985 4.2096 -0.7110 -0.254 -0.301 -0.073
O 2.6593 4.7675 -0.8969 -0.015 0.248 0.081
C 4.9781 4.9151 -0.2436 0.506 0.362 -0.098
F 6.0487 4.5107 -0.9299 -0.081 -0.134 -0.020
F 5.1933 4.6510 1.0521 -0.059 -0.108 0.187
F 4.8821 6.2319 -0.3823 -0.214 0.022 0.005
H 3.4573 1.9234 -3.2573 -0.027 -0.110 0.023
H 1.7452 1.5426 -3.0072 -0.053 -0.070 -0.005
H 2.2968 3.2193 -3.0133 -0.089 -0.013 0.046
H 3.0332 1.0981 -0.9341 0.208 0.084 0.068
H 1.9108 2.4239 -0.6567 0.085 0.200 0.011
```
Positions in Å, forces in eV/Å.

net charge = +1
energy = -73428.6692 eV

=====

Entry 4:
Here is a molecular structure, C21H29FeN2O4Se from the Open Molecules 2025 dataset. Energies are from wB97M-V/def2-TZVPD.

Geometry as XYZ:
```
58
Properties=species:S:1:pos:R:3:forces:R:3
Fe 0.2680 0.3571 0.3111 0.389 -0.776 0.786
C -2.6638 0.6274 1.4870 -0.044 -0.059 0.108
O -1.9788 -0.0606 0.4517 0.037 -0.166 -0.468
C -2.8152 -0.3602 -0.6587 0.165 0.024 0.135
C -2.9014 0.7713 -1.6483 0.068 0.173 0.037
O -1.7141 0.7908 -2.4048 -0.108 -0.102 -0.176
C -1.6368 1.9447 -3.2126 -0.001 -0.015 0.081
H -3.4961 0.0067 1.8412 0.012 -0.029 -0.029
H -3.0225 1.5998 1.1482 0.043 0.042 -0.004
H -1.9491 0.7941 2.2850 0.046 0.053 0.020
H -3.8090 -0.6304 -0.2876 -0.026 -0.037 -0.042
H -2.3743 -1.2188 -1.1678 -0.020 -0.095 0.054
H -3.0349 1.7204 -1.1143 0.049 0.028 -0.035
H -3.7609 0.6216 -2.3186 -0.068 -0.015 0.028
H -2.5566 2.0706 -3.7997 -0.010 0.004 -0.017
H -0.7964 1.8123 -3.8905 -0.023 0.018 0.030
H -1.4720 2.8318 -2.5921 0.019 0.017 0.011
O -4.0893 -4.1261 5.3632 0.050 0.012 0.118
C -3.9656 -4.0369 4.0109 0.188 0.071 0.179
O -4.8142 -4.5468 3.3340 -0.235 -0.138 -0.325
C -2.7853 -3.3160 3.4868 0.056 0.075 -0.090
C -2.5313 -3.3781 2.1102 -0.100 -0.088 -0.017
C -1.4773 -2.7038 1.5427 -0.013 -0.011 -0.051
C -0.6122 -1.9083 2.3195 -0.042 -0.028 0.083
C -0.8570 -1.8675 3.7066 0.039 0.012 0.032
C -1.9193 -2.5496 4.2675 0.034 0.021 0.034
N 0.4038 -1.1980 1.7249 -0.319 -0.369 0.061
C 1.5714 -1.1202 2.3773 -0.093 -0.089 0.013
C 2.5868 -0.3584 1.8079 0.106 0.125 -0.233
C 3.8951 -0.2739 2.3466 0.036 -0.019 0.161
C 4.8654 0.4099 1.6789 0.076 0.039 -0.057
C 4.5440 1.0262 0.4532 0.001 -0.014 0.049
C 3.2470 0.9516 0.0057 -0.212 -0.127 0.172
N 2.2631 0.2874 0.6368 0.110 -0.154 -0.110
H -3.3062 -3.7538 5.7807 0.032 0.027 0.036
H -3.1926 -3.9893 1.5075 0.045 0.041 -0.031
H -1.2760 -2.7909 0.4823 -0.041 0.063 0.000
H -0.2261 -1.2437 4.3275 -0.043 0.003 0.002
H -2.0783 -2.4326 5.3358 0.017 0.036 0.003
H 1.7484 -1.7092 3.2726 0.058 0.041 0.023
H 4.1019 -0.7623 3.2931 -0.036 0.018 -0.053
H 5.8699 0.4819 2.0813 -0.040 -0.026 0.002
H 5.2871 1.5646 -0.1197 -0.053 0.009 0.003
H 2.9439 1.4283 -0.9070 -0.074 0.234 -0.206
C 3.2205 2.9316 -3.5468 0.026 -0.068 0.026
C 2.5041 1.6137 -3.8568 -0.023 0.063 0.063
C 1.7624 1.7366 -5.2020 0.039 -0.031 0.008
C 1.5665 1.2422 -2.7539 -0.130 0.193 -0.348
H 3.8433 3.2470 -4.3896 -0.025 0.005 0.048
H 3.8583 2.8366 -2.6645 -0.054 0.027 -0.043
H 2.4872 3.7171 -3.3410 0.050 -0.036 -0.019
H 3.2560 0.8255 -3.9795 0.014 -0.025 0.031
H 1.0446 2.5612 -5.1618 0.034 -0.047 -0.025
H 1.2192 0.8184 -5.4390 0.011 0.057 0.003
H 2.4729 1.9383 -6.0112 -0.068 0.000 0.026
H 1.2504 0.2131 -2.6206 0.025 0.040 0.005
H 1.0006 2.0166 -2.2365 0.151 -0.208 0.072
Se 0.0310 2.5389 0.5471 -0.128 1.200 -0.163
```
Positions in Å, forces in eV/Å.

multiplicity = 5
net charge = -1
energy relative to the best compared isomer or geometry (same formula, charge and spin) = 54.4 kcal/mol
energy = -133149.3995 eV
⟨S²⟩ = 6.3538

=====

- Which of these has the lowest energy?
  C21H29FeN2O4Se